No. 1
A molecular structure, C10H24FeGaIOP. Source: OMol25; level of theory: ωB97M-V/def2-TZVPD.

Results
HOMO energy (alpha / beta) ... -11.23 / -11.87 eV
Expectation value of S² ... 6.03

Geometry as ORCA input:
```
! wB97M-V def2-TZVPD RIJCOSX def2/J DEFGRID3
* xyz 1 5
I -4.3782 1.5910 0.3770
Ga -0.9899 0.0219 -0.6746
Fe 0.8199 -1.9249 1.1903
P -1.0350 1.8485 0.8820
O 3.8737 -1.5197 0.6943
C -3.9691 -0.3951 -0.3629
C -0.4712 3.4065 0.1617
C -3.7555 -1.3797 0.7911
C 3.1362 -1.5644 1.8704
C 0.3516 0.4938 -2.0825
C 2.5867 -0.2324 -1.0011
C -2.8127 -0.3495 -1.3599
C 0.0285 1.6718 2.3445
C 3.1181 -1.5739 -0.5007
C 1.5797 -0.4242 -2.1466
H 0.5244 3.2526 -0.2670
H 1.0732 1.6723 2.0129
H -4.6703 -1.9299 1.0164
H -3.4456 -0.8914 1.7174
H 3.4506 0.3529 -1.3262
H 3.7611 -2.0421 -1.2462
H -3.0026 0.4162 -2.1185
H 2.3390 -0.7692 1.8755
H -0.1020 2.5277 3.0112
H -0.3936 4.1643 0.9445
H -0.3179 -1.2491 0.1768
H 1.2613 -1.4756 -2.1432
H 2.1168 0.3249 -0.1792
H -0.2005 0.7557 2.8872
H -4.9024 -0.6372 -0.8719
H 2.2610 -2.2808 -0.3635
H 2.0779 -0.2811 -3.1100
H -1.1541 3.7486 -0.6148
H 0.6773 1.5294 -1.9364
H 2.7268 -2.5790 2.0652
H -0.1687 0.4519 -3.0436
H -2.9874 -2.1050 0.5097
H 3.7809 -1.3152 2.7109
H -2.7880 -1.3103 -1.8901
*
```

natural (NBO) atomic charge list, values in e, 6 entries: 0.136, 1.091, 0.820, 0.742, -0.511, -0.268



No. 2
2 unconnected molecules or ions with the total composition C28H47Br2ClFN3O3. Source: OMol25; level of theory: ωB97M-V/def2-TZVPD.

Results
HOMO energy ... -5.96 eV

Geometry as ORCA input:
```
! wB97M-V def2-TZVPD RIJCOSX def2/J DEFGRID3
* xyz 0 1
Br -0.5947 1.0686 -3.7993
Br -1.9107 3.6000 -3.0336
Cl 5.4503 3.6482 -0.0050
F -2.0471 -0.2157 3.2413
O 3.9634 5.7775 -4.2285
O -2.8888 0.0176 0.4776
O 1.2299 -1.2364 1.4683
N -1.9278 -0.7425 -0.1386
N -0.0305 0.7258 1.1678
N 2.0909 4.3155 -3.6915
C -0.0451 -0.6568 1.7039
C -0.6687 -0.7118 3.1757
C -4.2100 2.0468 -2.2348
C 2.5152 2.9347 -4.0776
C 1.4632 0.7078 -1.0056
C 3.2848 5.1339 -3.3826
C 0.0911 -0.0372 4.3852
C -2.3307 -4.7357 0.2961
C -1.3985 -3.8371 -0.6326
C 2.9604 2.0025 -2.8502
C -2.6366 2.1328 -1.8442
C -2.6473 -6.8366 1.9785
C -4.8034 -5.4226 1.2981
C 2.0594 2.1354 -1.5325
C -3.8815 -4.5063 0.4186
C 3.0089 -1.2943 3.3414
C -1.7259 -5.9372 1.1109
C 0.0125 0.8576 -0.3132
C -1.1123 -1.5726 0.8308
C 3.7370 5.1205 -1.8283
C 0.3839 -1.1017 5.5943
C 1.0339 1.6102 1.6968
C -4.1813 -6.6156 2.0699
C 1.8618 -2.0462 2.4510
C -1.8704 0.7833 -2.2707
C 1.2144 4.9545 -4.7199
C -1.0767 0.0056 -1.1269
C -0.4078 -2.8500 0.1473
H -0.3625 -0.9207 6.4578
H 2.0826 1.1655 1.7529
H -2.1906 -7.7254 2.5498
H 2.8065 4.9607 -1.1762
H -4.2253 2.0827 -3.3922
H -2.4467 2.5074 -0.7855
H 3.0234 -0.1660 3.1769
H 2.2723 0.2642 -0.3389
H 2.4849 -2.8337 1.8652
H 0.5029 4.2296 -5.2436
H 3.4584 3.0550 -4.7450
H 4.0424 2.3066 -2.5814
H 2.6511 2.6089 -0.6632
H -0.6037 -6.1635 1.0517
H -2.6603 0.0482 -2.6920
H 4.4362 4.1999 -1.6687
H 0.4335 -2.5619 -0.5797
H -2.5708 0.9335 0.6450
H 1.1293 2.5483 1.0258
H -0.5880 0.7638 4.8701
H 1.4502 0.0481 -1.9590
H 4.3045 6.0758 -1.5656
H 4.0655 -1.6763 3.0678
H 2.9983 0.9161 -3.2126
H -5.9419 -5.2732 1.3671
H -4.7782 2.9911 -1.9044
H 1.1772 -2.7081 3.1083
H 0.7995 2.0449 2.7439
H -4.7053 1.0717 -1.9112
H 0.0375 -3.4867 1.0049
H 1.4215 -0.9035 6.0517
H -0.2700 1.9665 -0.5188
H 1.2022 2.8563 -1.7713
H -0.7804 -1.8368 3.4325
H -0.4787 -0.8181 -1.6821
H -1.9128 -2.0337 1.5318
H -4.8013 -7.3389 2.7027
H 1.7080 2.4987 -4.7560
H -2.0704 -3.3437 -1.4166
H -0.7258 -4.5736 -1.2210
H 0.2767 -2.1884 5.2633
H 1.0828 0.4710 4.1770
H -4.4300 -3.6656 -0.1435
H 0.5410 5.7596 -4.2295
H 2.8815 -1.4768 4.4616
H -2.4962 -1.3933 -0.7317
H 1.8039 5.4908 -5.5559
*
```

Löwdin atomic charge list, values in e, 6 entries: 0.719, 0.621, -0.473, -0.054, 0.015, 0.066



No. 3
A molecular structure, C2H4F3NO4STb. Source: OMol25; level of theory: ωB97M-V/def2-TZVPD.

Results
HOMO energy (alpha / beta) ... -13.81 / -12.83 eV
Expectation value of S² ... 13.00
Energy above the lowest of the compared OMol25 structures with the same formula, charge and spin ... 0.0 kJ/mol

Geometry as ORCA input:
```
! wB97M-V def2-TZVPD RIJCOSX def2/J DEFGRID3
* xyz 1 7
Tb 1.0887 -1.5763 -1.2493
S 0.6809 2.0151 -1.2808
F 0.4438 1.8513 1.3347
F 1.3269 3.7035 0.6669
F -0.7968 3.3846 0.4326
O 2.1260 2.2055 -1.4327
O -0.5546 -2.4490 -0.0191
O -0.1557 2.8104 -2.1823
O -0.7527 0.1807 -0.1962
N 0.0650 0.5499 -1.2958
C -0.6215 -3.4373 0.9744
C 0.3904 2.8040 0.4008
H -1.6695 -3.7253 1.1595
H -0.0410 -4.3341 0.7046
H -1.3042 -0.9287 0.0524
H -0.2257 -3.0541 1.9304
*
```

Löwdin atomic charge list, values in e, 6 entries: 1.731, 0.686, 0.130, 0.183, 0.178, -0.245



M per entry: 443.7; 688.0; 354.0 g mol⁻¹
F_max per entry: 0.716; 4.266; 8.057 eV Å⁻¹
Calculated total energy per entry: -116949.3443; -195722.5606; -53227.3506 eV